[1]
This record from the OMol25 dataset describes a structure of composition C16H37BClF4O3Si2. The level of theory is the ωB97M-V functional and the def2-TZVPD basis.

XYZ file:
```
64
Properties=species:S:1:pos:R:3:forces:R:3
C 1.6383 4.7288 0.3342 0.0 0.0 0.0
C 1.8567 6.1079 0.9573 0.0 0.0 0.0
C 0.7849 6.6304 1.9412 0.0 0.0 0.0
C -0.6498 6.1456 1.7221 0.0 0.0 0.0
C -0.9631 4.7657 2.3030 0.1 0.0 0.0
C -2.1782 4.1149 1.6552 0.0 0.1 -0.1
C -2.6356 2.8371 2.3576 0.0 0.0 0.0
C -1.8314 1.6084 1.9352 0.1 0.0 0.0
C -2.1371 1.1581 0.4917 0.2 0.1 0.0
Si -2.2843 -0.6753 0.2557 0.0 0.2 -0.2
Cl -3.6164 -1.3754 1.7008 -0.1 0.0 0.1
C -2.9894 -1.1779 -1.3998 0.1 0.1 -0.1
C -1.9369 -1.6114 -2.4458 0.0 0.1 0.0
C -2.4017 -2.7605 -3.3399 0.0 0.0 0.0
O -0.8222 -1.3523 0.5045 -0.3 -0.2 0.3
Si -0.4862 -2.9470 0.8227 0.2 0.1 -0.1
O 1.0414 -3.1716 0.3308 0.0 -0.1 0.0
C 1.5069 -4.4331 -0.1542 0.2 -0.1 0.2
C 2.5629 -4.2214 -1.2158 0.0 -0.1 -0.1
O 2.1924 -3.1573 -2.0741 0.0 0.0 0.0
C 2.9474 -3.1365 -3.2639 0.0 0.0 0.0
C 2.6936 -1.8110 -3.9747 0.0 0.0 0.0
H 1.7630 3.9274 1.0629 0.0 0.0 0.0
H 2.3707 4.5564 -0.4558 0.0 0.0 0.0
H 0.6482 4.6296 -0.1136 0.0 0.0 0.0
H 2.8188 6.0873 1.4754 0.0 0.1 0.0
H 1.9725 6.8381 0.1510 -0.1 0.0 0.0
H 0.7831 7.7206 1.8613 0.1 0.0 0.1
H 1.0801 6.4106 2.9730 0.0 -0.1 0.0
H -0.8903 6.1621 0.6519 0.1 0.0 0.0
H -1.3327 6.8635 2.1867 0.0 0.0 -0.1
H -1.1351 4.8564 3.3814 0.0 0.0 0.0
H -0.0989 4.1102 2.1912 0.0 0.0 0.0
H -1.9255 3.8829 0.6130 -0.1 0.0 0.0
H -2.9937 4.8443 1.6091 0.0 0.0 0.1
H -3.6947 2.6549 2.1532 0.0 0.0 0.0
H -2.5496 2.9704 3.4410 0.0 0.0 0.0
H -0.7659 1.8395 2.0115 0.0 -0.1 0.1
H -2.0167 0.8009 2.6472 0.0 0.0 0.0
H -3.0538 1.6316 0.1225 0.0 -0.1 0.0
H -1.3345 1.4839 -0.1809 -0.1 0.0 -0.1
H -3.5683 -0.3260 -1.7732 -0.1 -0.1 0.0
H -3.7055 -1.9854 -1.2238 0.0 0.0 0.0
H -1.7036 -0.7493 -3.0776 0.1 0.0 0.1
H -0.9988 -1.8935 -1.9620 -0.1 0.0 0.0
H -1.5506 -3.2974 -3.7625 0.0 0.1 0.0
H -2.9925 -3.4814 -2.7705 0.1 0.0 0.0
H -3.0171 -2.4045 -4.1691 -0.1 0.0 0.1
H -0.6880 -3.2004 2.2580 0.0 0.1 0.0
H -1.4136 -3.7842 0.0186 0.0 0.0 0.0
H 1.9534 -5.0001 0.6638 -0.1 -0.1 -0.1
H 0.6801 -5.0305 -0.5549 -0.1 0.2 0.0
H 3.5411 -4.0305 -0.7574 -0.1 0.1 0.0
H 2.6475 -5.1534 -1.7914 0.1 0.0 0.1
H 4.0138 -3.2594 -3.0302 0.0 0.0 0.0
H 2.6610 -3.9864 -3.9015 0.0 0.0 0.1
H 3.5305 -1.1216 -3.8572 -0.1 0.0 0.0
H 2.5195 -1.9508 -5.0427 0.0 0.0 0.0
H 1.8081 -1.3470 -3.5404 0.0 0.0 0.0
B 2.8723 -7.3149 2.2176 0.0 0.0 0.0
F 1.5534 -6.7934 2.2087 0.0 0.0 0.0
F 2.8338 -8.7065 2.0265 0.0 0.0 0.0
F 3.5921 -6.7100 1.1556 0.0 0.0 0.0
F 3.4942 -7.0102 3.4397 0.0 0.0 0.0
```
Positions in Å, forces in eV/Å.

**Largest force on an atom**: 0.44 eV/Å
**Orbital gap**: 9.652 eV
**Net charge**: -1
**Molar mass**: 455.90 g mol⁻¹
**E_LUMO**: 2.258 eV

Here are the Löwdin charges for atoms 1 to 8, given in e:
1. C -0.12
2. C -0.25
3. C -0.22
4. C -0.23
5. C -0.23
6. C -0.22
7. C -0.22
8. C -0.26

[2]
This record from the OMol25 dataset describes a structure of composition C16H37FN3O2Si2 at a distorted geometry. The level of theory is the ωB97M-V functional and the def2-TZVPD basis.

XYZ file:
```
61
Properties=species:S:1:pos:R:3:forces:R:3
C -2.1005 -3.7451 2.5607 0.3 -0.2 0.2
C -0.8620 -2.9529 2.2099 0.4 0.2 0.4
N -0.1392 -2.5310 3.1756 -0.4 -0.1 -0.4
C -0.5023 -2.7223 0.7497 0.1 0.2 0.3
Si -1.9153 -2.2352 -0.3875 -0.4 0.3 -0.5
O -1.4616 -2.2975 -1.9727 0.4 -0.4 0.4
Si -0.6012 -3.5375 -2.6589 0.0 0.2 -0.2
C -1.4629 -5.1911 -2.4350 0.0 -0.2 -0.3
C -2.8523 -5.2848 -3.0700 0.0 -0.3 0.0
F -1.5419 -5.5198 -1.0550 0.0 0.1 -0.1
N -2.4216 -0.5893 -0.0222 0.0 -0.3 1.0
C -1.6456 0.1666 0.9691 0.0 0.4 -0.2
C -3.8334 -0.4861 0.1106 -0.2 0.2 -0.7
C -4.4190 -0.2937 1.4880 -0.3 0.3 -0.1
O -4.5362 -0.6096 -0.8672 0.3 -0.2 0.4
H -2.5401 -4.2674 1.7120 0.0 0.1 0.0
H -2.8338 -3.0821 3.0281 0.0 -0.1 -0.2
H -1.8259 -4.4863 3.3166 -0.1 0.1 -0.1
H 0.6737 -2.0216 2.8283 0.0 0.0 0.0
H 0.2575 -1.9309 0.7293 0.1 -0.2 -0.1
H -0.0127 -3.6361 0.3921 -0.2 0.0 -0.2
H -3.0859 -3.0962 -0.1724 0.0 0.0 -0.1
H 0.7540 -3.6057 -2.0633 0.0 0.0 0.1
H -0.4757 -3.2822 -4.1054 0.0 0.0 0.0
H -0.8039 -5.9445 -2.8909 -0.1 0.0 0.1
H -2.9873 -6.2454 -3.5754 0.0 0.1 0.1
H -3.0235 -4.5006 -3.8120 0.0 0.0 0.1
H -3.6129 -5.2220 -2.2871 0.1 0.2 -0.1
H -0.5943 0.1486 0.6690 -0.1 -0.1 0.2
H -1.7497 -0.1736 2.0045 0.2 -0.1 -0.1
H -1.9561 1.2190 0.9410 0.0 -0.1 0.0
H -4.2685 -1.1970 2.0863 0.1 0.1 0.0
H -3.9925 0.5590 2.0195 0.0 -0.1 0.0
H -5.4910 -0.1264 1.3703 0.2 -0.1 0.0
C 3.3516 5.0897 -1.6488 0.0 -0.1 0.0
C 1.9873 4.4057 -1.5916 0.1 0.0 -0.1
C 1.3725 4.1864 -0.2194 0.0 0.0 -0.1
N 1.9395 3.1073 0.6825 -0.1 -0.1 0.2
C 1.0704 3.0875 1.9017 0.0 0.0 -0.1
C 1.9269 1.7492 0.0232 0.1 0.0 -0.2
C 3.2977 1.5838 -0.6109 0.0 0.1 0.0
C 4.2487 2.3172 0.3465 0.0 0.0 0.0
C 3.3844 3.3395 1.0959 0.1 0.0 0.0
H 4.1682 4.4457 -1.3248 0.0 0.0 0.0
H 3.5724 5.3808 -2.6740 0.0 0.0 0.0
H 3.3638 5.9954 -1.0401 0.0 0.0 0.0
H 1.9902 3.4810 -2.1691 0.0 0.0 0.0
H 1.2673 5.0493 -2.1021 0.0 0.0 0.0
H 0.3254 3.9122 -0.3488 0.0 0.0 0.1
H 1.4086 5.1041 0.3688 0.0 0.0 0.0
H 0.0516 2.8528 1.6028 0.0 0.0 0.0
H 1.1085 4.0642 2.3765 0.0 0.0 0.0
H 1.4416 2.3272 2.5832 0.0 0.0 0.0
H 1.7805 1.0171 0.8162 0.0 0.0 0.0
H 1.0901 1.7005 -0.6711 0.0 0.0 0.0
H 3.3309 2.0243 -1.6042 0.0 0.0 0.0
H 3.5521 0.5322 -0.7233 0.0 0.0 0.0
H 5.0696 2.7904 -0.1864 0.0 0.0 0.0
H 4.6942 1.6252 1.0588 0.0 0.0 0.0
H 3.6352 4.3781 0.9043 0.0 0.0 -0.1
H 3.4343 3.1741 2.1685 0.0 0.1 0.0
```
Positions in Å, forces in eV/Å.

**Largest force on an atom**: 1.06 eV/Å
**Orbital gap**: 9.343 eV
**Net charge**: +1
**Molar mass**: 378.66 g mol⁻¹
**E_LUMO**: -2.546 eV

Here are the Löwdin charges for atoms 1 to 8, given in e:
1. C -0.05
2. C -0.48
3. N 0.12
4. C -0.20
5. Si 0.48
6. O -0.34
7. Si 0.59
8. C -0.46

[3]
This record from the OMol25 dataset describes a structure of composition C16H37MgO11S4 at a distorted geometry. The level of theory is the ωB97M-V functional and the def2-TZVPD basis.

XYZ file:
```
69
Properties=species:S:1:pos:R:3:forces:R:3
Mg -0.5861 2.2717 -0.0349 -0.5 -1.1 0.3
O -0.0222 0.5687 0.2812 0.3 0.0 0.1
H 0.0945 -0.1004 0.9601 0.2 0.3 -0.4
C 3.6298 -0.6204 1.1422 0.2 0.6 0.5
C 4.8495 0.2591 1.4179 0.0 0.0 -0.2
C 4.6779 1.7666 1.0874 0.4 -0.5 0.8
O 4.8616 2.4192 2.3517 -0.2 0.0 -0.1
C 5.0133 1.5096 3.3385 0.3 -0.6 -0.8
O 5.0326 1.7504 4.4908 0.0 0.4 0.8
O 5.1701 0.2642 2.8217 -0.4 0.3 -0.2
H 3.7324 -1.0988 0.1736 -0.2 0.0 -0.1
H 2.7307 0.0016 1.1784 -0.1 -0.2 -0.2
H 3.5481 -1.3622 1.9359 0.1 -0.2 -0.1
H 5.7167 -0.1310 0.8857 0.0 -0.1 0.1
H 3.6730 2.0177 0.7573 0.1 0.0 -0.4
H 5.4719 2.0873 0.4205 -0.2 0.3 -0.2
C -0.6736 -2.7464 -2.0978 -0.1 0.3 0.3
C 0.6662 -3.1653 -1.5345 -0.2 -0.6 0.1
C 1.4211 -4.2042 -2.3835 -0.2 0.2 -0.3
O 2.6884 -3.5984 -2.6374 0.1 0.2 0.1
C 2.7467 -2.3756 -2.0856 -0.2 -0.3 0.0
O 3.6855 -1.6480 -2.1405 0.1 0.2 0.0
O 1.5920 -2.0750 -1.4374 0.1 0.0 -0.3
H -0.6083 -2.2387 -3.0607 0.2 -0.2 0.0
H -1.1553 -2.0729 -1.3844 0.0 0.0 -0.1
H -1.3281 -3.6123 -2.1923 0.1 -0.1 0.0
H 0.4970 -3.5436 -0.5233 0.1 0.0 0.0
H 0.9291 -4.3757 -3.3419 0.0 0.0 0.0
H 1.5711 -5.1666 -1.9013 0.0 0.1 0.2
C -3.9167 -0.0417 -1.3794 0.2 0.0 -0.4
S -3.7990 1.7158 -1.0338 -0.1 -0.4 0.0
O -2.4940 1.8464 -0.2679 -0.3 0.3 -0.7
C -3.4989 2.2788 -2.6971 -0.2 0.9 0.2
H -2.8870 -0.3999 -1.4396 0.0 -0.1 0.2
H -4.3728 -0.2087 -2.3550 -0.2 0.1 0.1
H -4.4913 -0.5284 -0.5998 0.1 -0.1 0.1
H -2.8359 1.6395 -3.2684 0.0 -0.1 0.0
H -3.1029 3.2936 -2.5888 0.2 -0.2 0.0
H -4.4724 2.4333 -3.1660 0.0 -0.4 -0.1
C -4.0313 -2.7526 2.4756 0.2 0.1 0.3
S -2.4829 -3.5419 2.0135 0.3 0.1 0.2
O -2.5998 -3.8820 0.5754 -0.1 -0.1 -0.4
C -1.4526 -2.0541 2.0163 -0.6 0.3 -0.2
H -3.9039 -2.1699 3.3895 0.1 -0.1 0.0
H -4.7494 -3.5465 2.6612 -0.1 0.1 -0.2
H -4.3194 -2.0923 1.6591 -0.1 -0.1 -0.1
H -0.7044 -2.2361 1.2483 0.3 -0.1 0.3
H -1.0448 -1.8362 3.0005 0.1 -0.1 0.0
H -2.0665 -1.2227 1.6566 0.1 0.0 0.1
C -2.3634 4.4842 3.4080 0.1 0.6 0.6
S -2.0762 2.9920 2.5026 0.0 -0.2 0.0
O -1.1507 3.4287 1.3682 0.4 0.6 0.4
C -0.9618 2.1884 3.6474 0.1 0.2 0.0
H -2.6171 5.2761 2.7072 -0.2 -0.1 -0.1
H -1.4914 4.8089 3.9805 0.1 -0.2 -0.2
H -3.1705 4.3258 4.1243 -0.1 -0.1 -0.2
H -1.4589 2.0008 4.5980 -0.1 0.1 0.0
H -0.1258 2.8777 3.7645 0.1 -0.1 0.1
H -0.6252 1.2487 3.2164 -0.1 0.0 -0.1
C -0.2921 0.3982 -3.4088 0.3 -0.2 0.1
S 1.4445 0.3370 -3.8870 0.4 0.0 -0.2
O 1.5672 1.1999 -5.0837 -0.1 0.0 -0.1
C 2.0782 1.3121 -2.5034 -0.1 -0.5 0.1
H -0.8121 -0.3541 -3.9987 -0.1 0.1 0.0
H -0.6379 1.3928 -3.6969 0.0 0.1 0.2
H -0.3315 0.1528 -2.3422 -0.3 0.1 0.0
H 2.9873 1.7821 -2.8659 0.0 0.1 0.0
H 2.3214 0.6266 -1.6905 -0.2 0.1 0.1
H 1.3165 2.0460 -2.2274 0.1 0.2 0.0
```
Positions in Å, forces in eV/Å.

**Largest force on an atom**: 1.28 eV/Å
**Orbital gap**: 7.411 eV
**Net charge**: +1
**Molar mass**: 558.03 g mol⁻¹
**E_LUMO**: -3.788 eV
**Energy above the lowest of the compared OMol25 structures with the same formula, charge and spin**: 2.461 eV

Here are the Löwdin charges for atoms 1 to 8, given in e:
1. Mg 0.76
2. O -0.38
3. H -0.05
4. C 0.00
5. C -0.28
6. C -0.07
7. O 0.06
8. C -0.58